# 1
# C5H7NO

The molecule C5H7NO (ωB97M-V/def2-TZVPD, the Open Molecules 2025 dataset).

Values from the calculation:
- gap between HOMO and LUMO (eV) = 10.73
- E_HOMO (eV) = -9.8
- structure (SMILES) = C#CCCNC=O

```
14
Properties=species:S:1:pos:R:3:forces:R:3:lowdin_charge:R:1
O -2.681222 -0.317763 -0.513347 0.181 0.253 0.193 0.01
C -2.149199 0.552675 0.147372 -0.033 -0.088 -0.028 -0.36
N -1.020564 0.383152 0.888029 -0.041 0.085 -0.112 0.02
C -0.252000 -0.841463 0.811713 0.005 -0.140 0.086 -0.20
C 0.795376 -0.808711 -0.311600 -0.009 -0.042 -0.060 -0.19
C 1.756806 0.282925 -0.124690 0.288 0.363 0.080 -0.15
C 2.519464 1.195096 0.069270 -0.265 -0.353 -0.070 0.11
H -2.557001 1.577942 0.225350 0.032 -0.130 -0.021 0.13
H -0.564302 1.205416 1.255800 -0.114 -0.084 -0.052 0.13
H -0.957533 -1.655296 0.629266 0.126 0.097 0.015 0.12
H 0.236145 -1.011057 1.776295 -0.056 0.024 -0.136 0.12
H 1.327230 -1.767178 -0.342763 -0.068 0.143 0.014 0.12
H 0.279810 -0.692616 -1.271975 0.091 0.008 0.122 0.12
H 3.216805 1.988887 0.225008 -0.136 -0.136 -0.031 0.02
```
Positions in Å, forces in eV/Å.

# 2
# C5H7NO

A structure of composition C5H7NO (ωB97M-V/def2-TZVPD, the Open Molecules 2025 dataset).

Values from the calculation:
- gap between HOMO and LUMO (eV) = 8.97
- E_HOMO (eV) = -8.2

```
14
Properties=species:S:1:pos:R:3:forces:R:3:lowdin_charge:R:1
O -0.169028 -2.625195 -0.531878 0.191 -0.092 -0.203 -0.01
C 0.359813 -1.438559 -0.002920 0.119 0.159 0.159 -0.30
C 0.353947 -0.220662 -0.932362 0.286 0.009 -0.423 -0.15
C -1.143301 0.095814 -0.739263 0.029 -0.045 0.039 0.02
C 0.014199 2.057881 0.521907 0.054 0.251 0.025 -0.01
N -0.058889 0.664538 0.158264 -0.132 0.185 -0.053 -0.19
C -0.737502 -0.563097 0.587625 -0.273 -0.186 0.409 -0.15
H 0.397088 -2.916176 -1.257006 -0.108 -0.037 0.141 0.10
H 1.265963 -1.630925 0.597297 -0.143 0.039 -0.081 0.14
H 1.032592 0.119826 -1.711694 -0.167 -0.075 0.070 0.13
H -0.296272 2.661963 -0.335543 0.096 -0.083 0.161 0.09
H 1.021791 2.339216 0.839653 -0.092 -0.090 0.026 0.09
H -0.689737 2.229796 1.339504 0.090 -0.015 -0.122 0.10
H -1.296725 -0.610925 1.517681 0.050 -0.020 -0.148 0.14
```
Positions in Å, forces in eV/Å.

# 3
# C5H7NO

The molecule C5H7NO at a distorted geometry (ωB97M-V/def2-TZVPD, the Open Molecules 2025 dataset).

Values from the calculation:
- gap between HOMO and LUMO (eV) = 10.19
- E_HOMO (eV) = -9.5
- structure (SMILES) = O=C[C@H]1[C@H]2CCN21

```
14
Properties=species:S:1:pos:R:3:forces:R:3:lowdin_charge:R:1
O 0.379919 0.057508 2.342568 0.324 -1.405 -1.298 0.06
C 0.589897 -0.868521 1.584696 -0.336 0.027 -2.217 -0.17
C 0.380629 -1.112607 0.028269 -0.162 0.171 0.549 -0.20
C -0.695063 -0.515492 -0.791605 -0.343 0.064 -0.121 -0.22
C -0.998175 0.882107 -0.286630 -0.157 0.221 -0.004 -0.11
C 0.498285 1.166898 -0.542725 0.091 0.436 0.059 -0.15
N 0.729765 -0.206198 -1.080391 0.101 0.191 0.093 0.01
H 0.999495 -1.857254 1.754867 0.446 -0.387 2.078 0.10
H 0.638008 -2.139294 -0.301355 -0.048 0.604 0.797 0.14
H -1.307876 -1.096905 -1.480149 0.167 0.018 0.259 0.13
H -1.362572 0.959105 0.740423 0.043 0.008 -0.189 0.10
H -1.653804 1.433219 -0.958345 0.032 0.043 0.052 0.10
H 1.125474 1.399647 0.321233 -0.136 0.047 -0.120 0.11
H 0.676019 1.897787 -1.330856 -0.022 -0.038 0.061 0.11
```
Positions in Å, forces in eV/Å.

# 4
# C5H7NO

The molecule C5H7NO (ωB97M-V/def2-TZVPD, the Open Molecules 2025 dataset).

Values from the calculation:
- gap between HOMO and LUMO (alpha / beta) (eV) = 8.05 / 8.10
- E_HOMO (alpha / beta) (eV) = -8.8 / -8.9

```
14
Properties=species:S:1:pos:R:3:forces:R:3:lowdin_charge:R:1
O 1.803468 1.313778 -1.841566 -0.568 -0.573 0.504 0.11
C 1.129855 0.596941 -1.154621 0.319 0.255 -0.220 -0.34
C 1.309947 -0.064661 0.225627 0.216 0.108 -0.044 -0.09
N 0.022379 -0.761363 0.017681 -0.200 0.150 0.102 -0.14
C -1.017466 -0.686345 1.064841 -0.062 -0.084 -0.261 -0.31
C -1.676382 0.642206 0.819590 0.410 -0.119 0.622 0.15
C -0.264668 -0.041217 -1.270732 0.140 -0.112 -0.145 -0.08
H 2.160700 -0.756445 0.306556 -0.167 0.203 -0.009 0.12
H 1.359515 0.660455 1.059395 -0.119 -0.190 -0.286 0.13
H -0.526024 -0.778800 2.046931 -0.170 0.093 -0.181 0.12
H -1.699479 -1.536850 0.933129 0.135 0.222 0.100 0.10
H -0.873116 1.389974 1.036279 -0.267 -0.119 -0.134 0.01
H -1.092017 0.680871 -1.237781 0.192 -0.015 -0.128 0.10
H -0.430690 -0.723289 -2.113566 0.141 0.181 0.080 0.12
```
Positions in Å, forces in eV/Å.

# 5
# C5H7NO

The molecule C5H7NO (ωB97M-V/def2-TZVPD, the Open Molecules 2025 dataset).

Values from the calculation:
- gap between HOMO and LUMO (eV) = 10.31
- E_HOMO (eV) = -9.5
- structure (SMILES) = OCC#C[C@H]1CN1

```
14
Properties=species:S:1:pos:R:3:forces:R:3:lowdin_charge:R:1
O 3.085200 -0.602160 1.351253 -0.097 -0.025 0.132 -0.06
C 2.578623 -0.473674 0.031465 -0.158 0.038 -0.388 -0.27
C 1.149841 -0.130328 0.026363 -0.422 0.114 0.202 0.01
C -0.001425 0.191512 0.202236 0.461 -0.054 -0.040 0.02
C -1.310007 0.736637 0.499244 0.175 0.150 0.008 -0.33
C -2.500884 0.410666 -0.327943 -0.070 0.095 -0.278 -0.15
N -2.391107 -0.104551 1.027843 0.035 -0.231 0.119 0.02
H 2.347247 -0.472447 1.958679 0.164 -0.036 -0.060 0.08
H 3.136268 0.319453 -0.486570 -0.094 -0.156 0.089 0.12
H 2.746237 -1.408509 -0.522493 -0.040 0.163 0.150 0.12
H -1.260105 1.719861 0.963630 -0.081 -0.150 -0.090 0.14
H -2.367868 -0.270344 -1.165897 0.025 0.113 0.162 0.11
H -3.253310 1.183026 -0.467504 0.100 -0.156 0.007 0.10
H -2.108214 -1.081613 1.013671 0.001 0.134 -0.014 0.10
```
Positions in Å, forces in eV/Å.

# 6
# C5H7NO

The molecule C5H7NO (ωB97M-V/def2-TZVPD, the Open Molecules 2025 dataset).

Values from the calculation:
- gap between HOMO and LUMO (eV) = 9.97
- E_HOMO (eV) = -9.3
- structure (SMILES) = C=CC/C=N\C=O

```
14
Properties=species:S:1:pos:R:3:forces:R:3:lowdin_charge:R:1
C -1.256968 -0.300135 0.171929 0.098 -0.020 0.054 -0.17
C -0.907895 1.010037 -0.495782 0.312 0.262 0.087 -0.19
C -0.009921 1.849871 0.006311 -0.248 -0.077 -0.050 0.00
O 2.409286 0.112488 0.097460 -0.018 -0.151 0.045 0.03
C 1.856133 -0.894209 0.466116 -0.042 0.066 -0.084 -0.36
N 0.875186 -1.563743 -0.238012 -0.353 0.077 -0.184 0.12
C -0.359852 -1.370759 -0.422364 0.203 -0.161 -0.031 -0.13
H -1.113511 -0.234008 1.256966 0.102 0.010 -0.178 0.12
H -2.303859 -0.571314 -0.011964 0.231 0.024 0.050 0.11
H -1.329582 1.178625 -1.484176 0.023 0.023 0.114 0.10
H 0.458131 1.662152 0.970897 -0.102 0.085 -0.180 0.06
H 0.333859 2.721324 -0.541688 -0.146 -0.070 0.084 0.06
H 2.210847 -1.464938 1.336681 -0.086 -0.044 0.150 0.12
H -0.834581 -2.032133 -1.153470 0.028 -0.023 0.122 0.11
```
Positions in Å, forces in eV/Å.

# 7
# C5H7NO

A cluster of 2 separate species, C5H7NO in total (ωB97M-V/def2-TZVPD, the Open Molecules 2025 dataset).

Values from the calculation:
- gap between HOMO and LUMO (eV) = 8.77
- E_HOMO (eV) = -8.7

```
14
Properties=species:S:1:pos:R:3:forces:R:3:lowdin_charge:R:1
C 2.051813 0.008033 0.076460 0.049 -0.010 0.084 -0.13
C 0.713888 0.157816 -0.538233 -0.088 -0.227 -0.158 0.00
C -0.039112 -0.510513 -1.410163 -0.169 0.101 0.183 -0.42
O -1.120831 -0.965998 -1.758538 0.405 0.075 0.120 -0.02
C -1.496300 0.220500 1.067466 0.401 -0.049 0.209 -0.25
N -2.566217 0.439220 0.290688 0.207 0.020 0.007 0.09
C -0.499689 -0.013269 1.723889 -0.454 0.046 -0.251 0.09
H 2.240935 0.820817 0.780709 -0.039 -0.100 -0.087 0.08
H 2.800284 0.113429 -0.718891 -0.136 -0.014 0.081 0.09
H 2.211097 -0.958478 0.567543 -0.038 0.141 -0.060 0.08
H 0.847409 -0.311867 -2.150003 -0.027 0.011 -0.102 0.17
H -2.516601 -0.103764 -0.570935 -0.049 0.058 0.067 0.08
H -2.801568 1.411665 0.142443 0.041 -0.110 0.057 0.11
H 0.174894 -0.307591 2.497566 -0.102 0.059 -0.152 0.05
```
Positions in Å, forces in eV/Å.

# 8
# C5H7NO

A structure of composition C5H7NO (ωB97M-V/def2-TZVPD, the Open Molecules 2025 dataset).

Values from the calculation:
- gap between HOMO and LUMO (eV) = 9.82
- E_HOMO (eV) = -9.1

```
14
Properties=species:S:1:pos:R:3:forces:R:3:lowdin_charge:R:1
O -2.270039 -0.637950 1.876787 -0.211 -0.127 0.005 -0.12
C 0.097480 -1.155470 0.523452 0.222 0.120 -0.146 0.08
C 0.178486 -0.810054 -0.883450 -0.220 -0.460 -0.291 -0.19
C -0.073366 0.585319 -0.145155 -0.434 0.417 0.118 -0.10
C 0.983557 1.153409 -1.091493 0.087 0.238 -0.159 -0.13
N 1.572960 -0.207947 -0.874241 0.257 -0.024 -0.155 0.03
C 1.144656 -0.155537 0.582363 0.316 -0.118 0.481 -0.19
H -2.911683 -1.085006 1.313150 -0.055 0.078 0.146 0.03
H -1.426641 -1.084906 1.637978 -0.105 0.118 -0.017 -0.05
H -0.341625 -1.153157 -1.775119 0.147 0.039 0.108 0.14
H -0.990890 0.984437 0.286218 0.184 -0.106 -0.077 0.13
H 0.683766 1.340214 -2.127794 -0.019 -0.013 0.170 0.11
H 1.613343 1.965231 -0.713681 -0.147 -0.089 -0.021 0.11
H 1.739996 0.261418 1.390985 -0.022 -0.073 -0.162 0.14
```
Positions in Å, forces in eV/Å.

E_tot for every record listed, in sequence, given in eV: -8834.524; -8830.344; -8832.940; -8830.201; -8832.806; -8834.378; -8830.391; -8829.291.
Energy above the lowest of the compared OMol25 structures with the same formula, charge and spin for every record listed, in sequence, given in kJ/mol: 162.0; 565.3; 314.8; 579.0; 327.8; 176.0; 560.8; 666.9.